C57H48CrN2P3SSi | the ωB97M-V functional and the def2-TZVPD basis

```
113
Properties=species:S:1:pos:R:3:forces:R:3
Cr -0.0518 0.0710 0.1281 1.5 0.6 0.2
C 3.7882 -2.2616 -3.8324 0.0 0.0 0.0
C 2.9726 -1.5163 -4.6687 0.0 0.0 -0.1
C 1.7983 -0.9587 -4.1892 -0.1 0.0 0.1
C 1.4333 -1.1531 -2.8588 0.2 0.0 0.5
C 2.2624 -1.8944 -2.0189 -0.2 0.0 0.0
C 3.4342 -2.4505 -2.5047 0.0 -0.1 0.0
P -0.1030 -0.4781 -2.1370 -0.2 -0.5 -1.7
C -0.4491 0.8769 -3.2961 -0.1 0.1 0.3
C -1.4058 0.8441 -4.3035 0.2 -0.1 0.1
C -1.5529 1.9400 -5.1388 0.1 -0.1 -0.1
C -0.7649 3.0647 -4.9665 0.0 0.0 0.0
C 0.1765 3.1090 -3.9487 0.0 0.0 0.0
C 0.3342 2.0190 -3.1142 0.0 -0.2 -0.1
C -1.3245 -1.7958 -2.4403 0.0 0.1 0.2
C -1.3782 -2.4297 -3.6787 0.0 0.0 0.0
C -2.3282 -3.4075 -3.9181 0.1 0.1 -0.1
C -3.2305 -3.7501 -2.9241 0.0 0.0 0.1
C -3.1525 -3.1453 -1.6806 -0.1 -0.1 0.0
C -2.1972 -2.1739 -1.4091 0.3 0.3 0.6
Si -2.0220 -1.3298 0.3030 -0.9 0.0 0.1
C -1.9917 -2.3484 1.9212 0.4 0.3 -0.5
C -2.9472 -3.2767 2.3105 0.0 -0.2 -0.1
C -2.9706 -3.7848 3.5993 0.0 0.0 0.0
C -2.0699 -3.3187 4.5444 0.0 -0.1 0.0
C -1.0932 -2.4115 4.1755 0.1 0.0 0.0
C -1.0199 -1.9697 2.8595 -0.2 0.2 -0.1
P 0.3691 -0.9840 2.2180 0.0 -1.1 1.2
C 1.3275 -0.5389 3.6987 -0.1 0.4 -0.2
C 1.9286 -1.5470 4.4573 -0.1 0.1 -0.2
C 2.6201 -1.2237 5.6064 0.0 -0.1 0.1
C 2.7169 0.1004 6.0087 0.0 0.1 0.0
C 2.1315 1.1041 5.2535 0.0 0.1 0.1
C 1.4319 0.7894 4.0994 -0.1 -0.2 -0.2
C 1.4547 -2.3058 1.5243 0.0 0.2 -0.2
C 2.8412 -2.1575 1.6285 -0.1 0.1 -0.1
C 3.6885 -3.1391 1.1489 0.0 0.1 0.0
C 3.1705 -4.2573 0.5142 -0.2 -0.1 0.0
C 1.7980 -4.4011 0.3835 0.1 0.0 -0.1
C 0.9406 -3.4375 0.8910 -0.1 0.1 0.2
C -3.5198 -0.1803 0.6152 0.8 0.0 -0.3
C -4.7851 -0.6223 0.9842 -0.1 0.0 0.0
C -5.8153 0.2741 1.2113 0.1 -0.2 0.0
C -5.5947 1.6371 1.0830 0.1 0.2 0.0
C -4.3452 2.1016 0.7172 0.0 0.0 0.0
C -3.3120 1.1949 0.4869 0.1 -0.3 0.0
P -1.6817 1.7910 -0.0561 -1.2 0.7 0.3
C -2.2294 2.9483 -1.3625 0.3 -0.2 -0.1
C -3.1545 2.4387 -2.2741 0.1 0.0 0.1
C -3.7144 3.2650 -3.2280 -0.1 0.1 0.0
C -3.3357 4.5963 -3.2994 0.0 0.0 0.1
C -2.4026 5.1005 -2.4091 0.0 0.1 0.0
C -1.8531 4.2852 -1.4337 0.0 -0.1 0.1
C -1.0577 2.8463 1.2844 0.3 -0.2 -0.2
C -1.6567 2.9011 2.5395 -0.1 -0.1 0.0
C -1.0776 3.6580 3.5436 0.0 0.0 0.1
C 0.0888 4.3681 3.3030 0.0 0.0 -0.1
C 0.6878 4.3171 2.0517 0.1 0.0 0.0
C 0.1288 3.5457 1.0495 -0.1 0.0 0.0
H 4.6962 -2.7022 -4.2150 0.1 0.0 -0.1
H 3.2516 -1.3684 -5.6997 0.0 0.0 -0.1
H 1.1679 -0.3773 -4.8465 0.0 0.1 -0.1
H 1.9752 -2.0362 -0.9818 0.2 0.0 -0.1
H 4.0635 -3.0387 -1.8521 0.0 0.0 0.0
H -2.0279 -0.0285 -4.4367 -0.1 0.0 0.0
H -2.2882 1.9134 -5.9285 -0.1 0.0 -0.1
H -0.8851 3.9106 -5.6252 0.0 0.1 -0.1
H 0.7802 3.9932 -3.8112 0.1 0.1 0.0
H 1.0763 2.0350 -2.3210 0.0 0.1 0.0
H -0.6666 -2.1696 -4.4512 0.0 0.0 -0.1
H -2.3620 -3.9009 -4.8783 0.0 0.0 -0.1
H -3.9845 -4.4977 -3.1170 -0.1 -0.1 0.0
H -3.8454 -3.4370 -0.9079 -0.2 -0.1 0.1
H -3.6761 -3.6153 1.5913 -0.2 -0.1 0.0
H -3.7003 -4.5300 3.8733 -0.1 0.0 0.0
H -2.1171 -3.6709 5.5646 0.0 0.0 0.0
H -0.3913 -2.0527 4.9129 0.0 0.0 0.0
H 1.8514 -2.5786 4.1398 0.0 0.0 0.1
H 3.0737 -2.0069 6.1943 0.1 -0.1 0.1
H 3.2421 0.3476 6.9178 0.1 0.0 0.1
H 2.2084 2.1338 5.5679 0.0 0.1 0.1
H 0.9608 1.5660 3.5091 0.0 0.1 0.0
H 3.2526 -1.2840 2.1207 0.0 -0.1 0.0
H 4.7543 -3.0425 1.2992 0.1 0.0 -0.1
H 3.8303 -5.0235 0.1394 0.1 -0.1 0.0
H 1.3878 -5.2667 -0.1105 0.0 -0.1 0.0
H -0.1286 -3.5870 0.8216 0.0 0.0 0.0
H -4.9670 -1.6781 1.0960 -0.1 -0.2 0.1
H -6.7915 -0.0886 1.4924 -0.1 0.0 0.0
H -6.3973 2.3380 1.2590 -0.1 0.0 0.0
H -4.1627 3.1613 0.6003 -0.1 0.1 0.0
H -3.4448 1.3961 -2.2140 -0.1 0.0 0.0
H -4.4499 2.8730 -3.9135 -0.1 -0.1 -0.1
H -3.7772 5.2432 -4.0411 0.0 0.1 -0.1
H -2.1079 6.1378 -2.4651 0.0 0.1 0.0
H -1.1570 4.7044 -0.7229 0.0 0.0 0.0
H -2.5737 2.3588 2.7259 0.0 0.0 0.1
H -1.5374 3.6893 4.5180 -0.1 0.0 0.1
H 0.5296 4.9635 4.0863 0.0 0.1 0.1
H 1.5952 4.8713 1.8606 0.1 0.0 0.0
H 0.6070 3.4786 0.0770 0.0 0.1 0.1
S 2.1929 1.1731 0.2038 -0.9 0.6 0.1
C 3.8068 0.7170 0.2636 0.4 -0.5 -0.3
N 4.6222 0.9970 1.2795 -0.1 0.0 -0.1
C 6.0005 0.6416 0.9903 0.5 -0.2 0.1
C 5.9137 0.1032 -0.4550 0.4 -0.1 -0.1
N 4.4856 0.1341 -0.7218 0.0 0.2 0.4
H 4.3459 1.5028 2.1035 -0.2 0.0 -0.1
H 6.3541 -0.1208 1.6916 0.0 0.1 -0.1
H 6.6482 1.5167 1.0730 0.0 -0.1 0.0
H 6.3039 -0.9110 -0.5469 0.0 0.1 0.0
H 6.4431 0.7441 -1.1653 0.0 -0.1 0.1
H 4.0795 -0.1680 -1.5911 -0.2 0.0 0.0
```
Forces are in eV/Å.

Its max |F| is 1.8 eV/Å. The LUMO energy (spin up / spin down) is -6.152 / -5.319 eV. Its total energy is -137859.2679 eV. The relative energy (zero: lowest compared OMol25 entry of this formula, charge and spin) comes out at 3.9 kcal/mol. Its charge is +2. As for the HOMO-LUMO gap (spin up / spin down): 0.2598 / 0.2868 Ha. Its multiplicity is 4.